(1)
The following is a quantum chemistry calculation of C41H35ClN2Si2Y as an isolated structure in a non-equilibrium geometry, from the Open Molecules 2025 dataset.

XYZ file:
```
82
Properties=species:S:1:pos:R:3
C -1.78 -0.73 4.95
C -2.57 -0.05 3.97
C -2.65 -0.90 2.81
H -3.08 0.91 4.09
C -1.89 -2.09 3.08
C -1.36 -1.98 4.40
H -0.75 -2.74 4.91
H -1.56 -0.36 5.96
H -3.24 -0.72 1.91
H -1.78 -2.94 2.40
Y -0.28 -0.21 3.08
Si 2.28 0.17 -4.78
C 1.52 1.67 -5.57
C 2.10 2.34 -6.66
H 3.04 1.99 -7.09
C 1.46 3.45 -7.21
H 1.90 3.97 -8.07
C 0.24 3.90 -6.69
H -0.27 4.78 -7.12
C -0.35 3.22 -5.61
H -1.31 3.54 -5.21
C 0.29 2.10 -5.06
H -0.19 1.55 -4.25
C 1.65 -1.37 -5.63
C 0.55 -1.30 -6.51
H 0.17 -0.33 -6.84
C -0.05 -2.48 -6.97
H -0.92 -2.42 -7.63
C 0.48 -3.72 -6.61
H -0.01 -4.65 -6.95
C 1.66 -3.78 -5.85
H 2.12 -4.75 -5.65
C 2.26 -2.61 -5.39
H 3.20 -2.65 -4.84
H 1.79 0.09 -3.41
Si -0.29 0.05 -0.03
C -0.98 -1.56 -0.60
C -2.12 -1.61 -1.43
H -2.58 -0.68 -1.78
C -2.64 -2.86 -1.80
H -3.54 -2.89 -2.44
C -2.04 -4.04 -1.35
H -2.47 -5.00 -1.60
C -0.91 -3.99 -0.50
H -0.46 -4.91 -0.11
C -0.38 -2.75 -0.14
H 0.51 -2.71 0.51
C -1.37 1.46 -0.59
C -2.55 1.72 0.13
H -2.78 1.14 1.03
C -3.45 2.68 -0.33
H -4.37 2.86 0.23
C -3.15 3.40 -1.50
H -3.86 4.14 -1.87
C -1.94 3.20 -2.18
H -1.69 3.78 -3.08
C -1.03 2.25 -1.71
H -0.08 2.11 -2.22
H 3.77 0.28 -4.71
Cl 1.52 0.31 -0.97
C 2.94 -2.66 5.39
C 1.98 -2.22 4.47
N 1.42 -0.99 4.53
C 1.72 -0.16 5.58
C 2.69 -0.54 6.55
C 3.30 -1.80 6.42
C 2.99 0.39 7.60
C 2.37 1.61 7.68
C 1.38 2.01 6.73
C 0.70 3.24 6.78
C -0.27 3.55 5.83
C -0.53 2.63 4.81
N 0.16 1.46 4.70
C 1.06 1.12 5.66
H 3.38 -3.65 5.27
H 1.64 -2.85 3.64
H 4.06 -2.08 7.15
H 3.77 0.10 8.32
H 2.62 2.32 8.47
H 0.95 3.94 7.58
H -0.83 4.50 5.85
H -1.30 2.80 4.05
```

Calculated values
relative energy (zero: lowest compared OMol25 entry of this formula, charge and spin)	0.000	eV
LUMO	-4.36	eV
charge	+1
2S+1	1

Here are the Löwdin charges for atoms 1 to 4, given in e: -0.200, -0.197, -0.196, 0.118

=====

(2)
The following is a quantum chemistry calculation of one molecule with the formula C5H13BN2O4 in a non-equilibrium geometry, from the Open Molecules 2025 dataset.

XYZ file:
```
25
Properties=species:S:1:pos:R:3
C -3.25 -0.35 -0.61
C -2.16 -1.12 -1.38
C -0.99 -1.54 -0.49
C -0.15 -0.33 -0.11
N 0.71 -0.51 1.05
N 2.02 -0.99 0.77
C 2.90 0.04 0.42
O 3.63 -0.02 -0.55
O 2.91 1.06 1.31
B 2.24 2.23 0.95
O 2.45 2.84 -0.26
O 1.37 2.79 1.85
H -2.94 -0.23 0.42
H -3.37 0.64 -1.04
H -4.20 -0.87 -0.64
H -2.62 -2.02 -1.78
H -1.81 -0.55 -2.24
H -0.41 -2.27 -1.05
H -1.42 -2.01 0.39
H 0.45 -0.05 -0.97
H -0.83 0.49 0.11
H 0.28 -1.07 1.77
H 2.03 -1.66 0.01
H 1.61 3.07 -0.64
H 1.55 2.44 2.72
```

Calculated values
relative energy (zero: lowest compared OMol25 entry of this formula, charge and spin)	0.000	eV
LUMO	0.51	eV
charge	0
2S+1	1

Here are the Löwdin charges for atoms 1 to 4, given in e: -0.098, -0.258, -0.210, -0.207

=====

(3)
The following is a quantum chemistry calculation of a 3-piece molecular cluster, C27H53BClN3O8 overall in a non-equilibrium geometry, from the Open Molecules 2025 dataset.

XYZ file:
```
93
Properties=species:S:1:pos:R:3
C 8.09 -0.81 2.13
C 6.75 -0.28 2.68
B 5.60 -0.13 1.63
O 5.65 -0.79 0.43
C 4.37 0.80 2.02
O 3.11 0.34 1.55
C 2.56 1.07 0.52
N 3.40 1.02 -0.72
C 3.56 2.03 -1.37
O 3.72 3.01 -1.99
C 1.13 0.58 0.23
C 1.04 -0.91 0.56
C 2.01 -1.73 -0.30
N 2.04 -3.17 -0.07
C 2.61 -3.59 1.21
C 1.66 -3.76 2.39
C 0.91 -3.92 -0.51
C 1.18 -4.87 -1.63
O -0.19 -3.82 -0.01
N 0.24 1.49 0.98
C -0.83 0.85 1.75
C -1.99 1.77 2.13
C -0.23 0.31 3.06
C -0.96 -0.90 3.62
C -0.04 2.68 0.24
Cl -1.47 2.61 -0.90
C -0.12 3.99 1.02
C 0.63 4.00 2.35
H 8.20 -0.62 1.07
H 8.21 -1.86 2.30
H 8.91 -0.32 2.63
H 6.42 -0.95 3.47
H 6.92 0.69 3.14
H 6.11 -0.32 -0.26
H 4.58 1.82 1.67
H 4.32 0.86 3.10
H 2.51 2.11 0.84
H 1.01 0.65 -0.85
H 1.20 -1.10 1.60
H 0.05 -1.26 0.32
H 1.78 -1.54 -1.35
H 3.03 -1.39 -0.16
H 3.10 -4.54 1.06
H 3.39 -2.88 1.44
H 2.26 -4.01 3.26
H 0.97 -4.57 2.21
H 1.11 -2.87 2.63
H 0.85 -5.85 -1.31
H 0.59 -4.59 -2.49
H 2.23 -4.92 -1.87
H -1.31 0.03 1.22
H -2.64 1.98 1.30
H -2.57 1.22 2.85
H -1.65 2.67 2.62
H -0.28 1.13 3.77
H 0.83 0.12 2.91
H -0.35 -1.36 4.38
H -1.17 -1.62 2.84
H -1.87 -0.59 4.10
H 0.79 2.82 -0.44
H -1.17 4.22 1.20
H 0.28 4.77 0.39
H 1.12 4.95 2.49
H 1.39 3.23 2.41
H -0.03 3.88 3.19
C -3.80 -2.03 -2.22
C -3.55 -2.33 -3.69
O -2.19 -2.71 -3.93
C -1.76 -3.97 -3.78
C -2.63 -4.98 -3.07
O -0.65 -4.24 -4.15
H -3.65 -2.90 -1.60
H -4.82 -1.68 -2.09
H -3.11 -1.25 -1.88
H -4.24 -3.09 -4.07
H -3.70 -1.45 -4.29
H -2.38 -4.95 -2.01
H -2.39 -5.96 -3.46
H -3.70 -4.82 -3.20
C -4.85 4.61 -1.24
C -4.63 3.76 -2.47
O -5.72 2.87 -2.71
C -6.82 3.22 -3.41
C -7.06 4.67 -3.75
O -7.60 2.36 -3.70
H -5.71 5.26 -1.35
H -3.97 5.22 -1.04
H -5.03 3.97 -0.38
H -4.41 4.36 -3.36
H -3.76 3.11 -2.32
H -7.65 5.12 -2.95
H -7.63 4.72 -4.67
H -6.15 5.25 -3.88
```

Calculated values
LUMO	0.25	eV
charge	0
2S+1	1

Here are the Löwdin charges for atoms 1 to 4, given in e: -0.109, -0.149, -0.432, 0.137

=====

(4)
The following is a quantum chemistry calculation of one molecule with the formula H4P2S6 in a non-equilibrium geometry, from the Open Molecules 2025 dataset.

XYZ file:
```
12
Properties=species:S:1:pos:R:3
S -1.26 2.44 1.08
P -0.76 0.92 -0.05
S -1.47 -0.98 0.70
S -1.13 1.05 -2.08
P 1.52 0.63 -0.08
S 2.20 1.85 -1.43
S 1.75 -1.84 -0.22
S 2.24 0.88 1.92
H -0.16 -1.54 0.29
H -1.43 2.26 -1.89
H 1.69 -2.38 1.06
H 3.07 1.85 1.48
```

Calculated values
relative energy (zero: lowest compared OMol25 entry of this formula, charge and spin)	0.000	eV
LUMO	-1.61	eV
charge	0
2S+1	1

Here are the Löwdin charges for atoms 1 to 4, given in e: 0.117, -0.509, 0.294, 0.421

=====

| no. | orbital gap (Eh) |
| --- | --- |
| 1 | 0.1805 |
| 2 | 0.3753 |
| 3 | 0.3167 |
| 4 | 0.2736 |